Record 1
This record from the OMol25 dataset describes a gas-phase ion, C4H11N2S (charge +1) in a non-equilibrium geometry. The level of theory is ωB97M-V/def2-TZVPD.

Last column: natural (NBO) charge in e.
Element x y z (Å)
S (-2.18472, -0.24970, 0.27051)  -0.02
N (0.04658, 1.53124, 2.19114)  -0.74
N (0.21245, 2.12886, -0.11443)  -0.72
C (0.39699, -2.33378, -1.14526)  -0.61
C (0.07860, 1.30059, 0.88210)  0.59
C (-0.30274, -0.24403, 0.38841)  -0.34
C (0.41950, -0.72956, -0.82679)  -0.45
H (1.08485, -2.86793, -0.52572)  0.22
H (0.19788, -0.17035, -1.79541)  0.21
H (0.30631, 3.06181, 0.20673)  0.41
H (-0.58259, -2.90815, -1.06876)  0.24
H (-0.11181, -0.88568, 1.19143)  0.24
H (0.18462, 1.84982, -1.13927)  0.47
H (0.88355, -2.38333, -2.21573)  0.24
H (-2.52237, -0.10783, -1.00610)  0.15
H (-0.05572, 1.01770, 3.05875)  0.47
H (0.37092, 2.47135, 2.37637)  0.40
H (1.57769, -0.48104, -0.72798)  0.23

- Calculated total energy: -666.42808 a.u.
- Relative energy (zero: lowest compared OMol25 entry of this formula, charge and spin): 1.087 eV
- Total charge: +1
- HOMO level: -13.24 eV
- SMILES: CC[C@H](S)C(N)=[NH2+]

Record 2
This record from the OMol25 dataset describes CH4N2O2S in the gas phase in a non-equilibrium geometry. The level of theory is ωB97M-V/def2-TZVPD.

Last column: natural (NBO) charge in e.
Element x y z (Å)
S (0.08744, -2.21783, -0.39719)  -0.17
O (-2.03744, 1.58161, 1.22047)  -0.26
O (-0.98664, 0.17973, -0.01937)  -0.42
N (-1.02347, 1.42578, 0.63753)  0.38
N (1.30052, 0.49412, 0.20154)  -0.86
C (0.22830, -0.24239, -0.47405)  0.22
H (1.32748, 0.40624, 1.23614)  0.39
H (2.08240, 0.80859, -0.30189)  0.40
H (-1.24717, -2.33535, -0.62050)  0.14
H (0.26857, -0.10050, -1.48269)  0.17

- Calculated total energy: -698.54881 a.u.
- Relative energy (zero: lowest compared OMol25 entry of this formula, charge and spin): 3.443 eV
- Total charge: 0
- HOMO level: -9.39 eV
- SMILES: N[C@@H](S)ON=O

Record 3
This record from the OMol25 dataset describes a molecular structure, C9H22B3CaCl5CsF5MgN2NaO14P in a non-equilibrium geometry. The level of theory is ωB97M-V/def2-TZVPD.

Last column: Mulliken charge in e.
Element x y z (Å)
Cs (-0.43122, 0.04964, -5.40525)  1.15
Ca (-0.99886, -7.37653, 5.67678)  1.04
Cl (-2.59128, 3.95035, 4.54996)  -0.07
Cl (-2.56216, 3.01555, 1.36185)  -0.60
Cl (-0.17448, 4.68723, 5.98443)  -0.15
Cl (2.39241, -2.23347, -2.73907)  0.16
Cl (-1.12228, 6.32692, 3.78537)  -0.10
P (-1.21980, -1.77311, -2.55834)  0.74
Mg (0.15610, -3.53276, 3.37793)  0.10
Na (-0.98364, -1.92600, 0.87138)  0.70
F (3.42177, 4.65215, 1.29092)  -0.73
F (-0.80424, -3.42448, 5.73565)  -0.26
F (-1.89661, -3.71278, 3.77371)  -0.16
F (-2.96627, -4.09246, 5.76278)  -0.25
F (-1.34631, -5.56002, 5.07906)  0.00
O (-2.66616, -5.73864, -6.74583)  -0.61
O (3.42507, 2.26494, -1.60834)  -0.56
O (3.95345, -0.56168, -0.55010)  -0.31
O (-4.36812, -4.41588, -6.57561)  -0.62
O (-2.64086, -1.54126, -3.25937)  -0.51
O (-2.43203, -3.62189, -7.12786)  -0.67
O (0.28572, 0.60938, -2.25499)  -1.35
O (2.42804, -0.59098, -3.12520)  -0.28
O (5.04399, -1.23923, 0.08686)  -0.44
O (1.69401, 2.73553, -3.10866)  -0.68
O (-0.12053, -1.91871, -3.81669)  -0.59
O (-3.29903, 1.06832, -1.97708)  -0.49
O (0.41997, -0.92425, -0.55701)  -0.76
O (-1.27279, -3.03560, -1.80858)  -0.88
N (-3.16389, -4.60411, -6.81365)  0.92
N (1.62862, 0.93757, 0.34562)  0.26
C (-1.62711, 0.38306, -0.41595)  0.03
C (0.33931, 1.95140, 2.16769)  0.74
C (1.54768, 0.46579, -1.98066)  -0.26
C (2.74131, -1.18161, -0.14935)  -2.24
C (-1.60235, 5.28439, 5.11637)  -0.07
C (1.60598, -0.21420, -0.52196)  1.67
C (1.23500, 3.16505, 2.03031)  -1.27
C (1.09051, 0.71349, 1.71208)  -0.17
C (-3.09420, 0.32925, -0.77790)  -1.69
B (-0.61457, -0.30364, -1.45202)  2.39
B (-1.79212, -4.14501, 5.11676)  0.28
B (2.28268, 1.90246, -2.20616)  0.96
H (0.68652, 4.09339, 2.11913)  0.36
H (3.92696, 1.55553, -1.19440)  0.34
H (2.71226, -1.25189, 0.93885)  0.56
H (-2.18401, 5.87304, 5.81109)  0.36
H (-3.41731, -0.70109, -0.94206)  0.26
H (-0.31624, -1.18560, -4.43851)  0.62
H (0.39083, -0.12112, 1.74360)  -0.57
H (2.00561, 3.19985, 2.79562)  0.20
H (-0.60360, 2.03609, 1.60260)  -1.09
H (3.33930, -0.24680, -3.08420)  0.46
H (-3.81272, 1.84574, -1.74919)  0.33
H (-1.49449, -0.10538, 0.54511)  -0.01
H (0.04775, 1.83348, 3.21236)  0.54
H (1.88979, 0.51872, 2.42827)  0.69
H (2.38298, 3.17203, -3.61861)  0.28
H (-3.68804, 0.74035, 0.03027)  0.53
H (2.69472, -2.20457, -0.52789)  0.55
H (-2.65703, -1.00488, -4.05260)  0.21
H (5.24109, -0.65820, 0.83537)  0.34
H (1.71991, 3.19812, 1.06635)  0.30
H (-1.36962, 1.43223, -0.30862)  -0.16
H (2.60463, 1.15676, 0.49762)  0.56

- Calculated total energy: -5795.06936 a.u.
- Total charge: 0
- HOMO level: -6.41 eV

Record 4
This record from the OMol25 dataset describes 13 unconnected molecules or ions with the total composition C6H38NO17S in a non-equilibrium geometry. The level of theory is ωB97M-V/def2-TZVPD.

Last column: natural (NBO) charge in e.
Element x y z (Å)
S (-1.31276, 0.70021, 0.25251)  2.75
O (0.34524, 2.45021, -2.33249)  -0.98
O (-0.60076, 1.89521, -0.03949)  -1.10
O (-1.43776, 0.00621, -1.00349)  -1.11
O (-3.44676, -1.38879, -1.72449)  -0.92
O (-3.41476, 3.14821, 1.58651)  -0.99
O (-2.38476, 4.02721, -1.06249)  -0.95
O (1.80524, -0.45579, -2.83749)  -0.98
O (-2.44476, 0.91921, 1.09051)  -1.02
O (-4.75176, 0.41021, -0.03349)  -0.99
O (-1.04376, -2.06679, 2.25251)  -0.94
O (-0.27576, -0.09879, 0.96851)  -1.12
O (0.69124, -4.64479, -0.16049)  -0.55
O (4.05524, 1.56721, 1.10051)  -0.53
O (0.87924, 3.87621, 0.88151)  -0.96
O (-1.21276, 0.33721, -3.59849)  -0.99
O (-3.26276, -0.27279, 3.44251)  -0.94
O (1.06024, 0.37121, 2.93451)  -1.03
N (1.79924, -1.17079, -0.06249)  -0.56
C (2.94424, 1.04921, 0.43351)  -0.07
C (2.98024, -0.50679, 0.56751)  -0.26
C (0.48424, -5.60379, -1.07249)  -0.22
C (0.59124, -3.23179, -0.43149)  -0.12
C (4.04924, 2.90121, 1.17051)  -0.26
C (1.85224, -2.62479, 0.17551)  -0.24
H (-2.65076, -0.95579, -1.72949)  0.48
H (4.84624, 3.28121, 1.85751)  0.17
H (-0.36176, -2.39579, 2.77751)  0.46
H (1.61324, -1.13179, -1.15349)  0.47
H (-0.52376, -5.90379, -1.36049)  0.16
H (1.16724, -5.49879, -2.05449)  0.13
H (0.44824, 0.14121, 2.12351)  0.48
H (-1.66476, -0.40279, -3.89649)  0.46
H (2.07624, 1.37621, 0.90151)  0.21
H (0.84524, -0.24879, -2.91749)  0.50
H (2.83824, -0.75179, 1.66851)  0.24
H (2.98624, 1.16121, -0.60949)  0.17
H (0.58124, 3.93221, 1.67851)  0.45
H (-0.90876, -1.26879, 1.98751)  0.47
H (1.84524, -2.91779, 1.25851)  0.22
H (-0.03676, 2.13221, -1.44649)  0.48
H (-4.36676, -0.16279, -0.80749)  0.47
H (0.34124, 0.74521, 3.40151)  0.46
H (0.83024, -6.45379, -0.61949)  0.18
H (-1.01776, 0.24221, -2.63749)  0.50
H (4.05524, -0.72779, 0.22151)  0.22
H (4.03224, 3.42521, 0.32051)  0.16
H (2.15824, -0.25679, -3.76449)  0.50
H (-3.63376, -1.11179, -2.65549)  0.45
H (-2.14876, 4.89121, -0.81249)  0.46
H (-3.24176, -0.07579, 2.52651)  0.48
H (-0.45376, -2.82379, 0.08851)  0.26
H (-3.47676, -1.23579, 3.29051)  0.46
H (-0.19076, 1.91521, -2.82149)  0.45
H (1.02824, -0.77979, 0.40851)  0.47
H (0.33924, -2.98079, -1.49949)  0.19
H (2.83424, -2.89679, -0.12649)  0.21
H (-1.58176, 3.52121, -0.86349)  0.49
H (2.99824, 3.22121, 1.41351)  0.20
H (-3.05576, 3.54321, 0.78651)  0.47
H (-3.95276, 0.55721, 0.45551)  0.47
H (0.47524, 3.04121, 0.54451)  0.50
H (-3.02076, 2.26121, 1.56751)  0.48

- Calculated total energy: -1983.33805 a.u.
- Relative energy (zero: lowest compared OMol25 entry of this formula, charge and spin): 1.474 eV
- Total charge: -1
- HOMO level: -6.72 eV

> Look up the total charge of the first one.

+1

> Which value of HOMO level does entry 1 give?

-13.24 eV